Entry 1:
Below is C27H38Ge2N4O3SV as an isolated structure in a non-equilibrium geometry, with properties calculated with ωB97M-V with the def2-TZVPD basis set.

Geometry (Å):
V: -0.76 0.70 0.65
C: 0.01 3.82 -3.15
C: -0.21 3.31 -1.72
Ge: -0.97 1.48 -1.69
C: -2.86 1.60 -2.18
C: -3.09 1.56 -3.70
C: -0.10 0.41 -3.06
C: 0.62 -0.64 -2.67
Ge: 0.78 -0.74 -0.70
C: 0.19 -2.47 0.08
C: 1.23 -3.52 0.49
C: 2.64 -0.21 -0.32
C: 3.76 -1.24 -0.52
C: 1.32 -1.55 -3.62
C: 1.97 -2.70 -3.16
C: 2.63 -3.56 -4.02
C: 2.66 -3.30 -5.38
C: 2.03 -2.15 -5.86
C: 1.37 -1.30 -4.99
H: 0.41 4.83 -3.15
H: -0.92 3.84 -3.72
H: 0.71 3.18 -3.69
H: -0.91 3.96 -1.18
H: 0.72 3.30 -1.16
H: -3.27 2.52 -1.75
H: -3.36 0.76 -1.69
H: -2.60 2.38 -4.21
H: -4.15 1.61 -3.93
H: -2.71 0.63 -4.13
H: -0.22 0.65 -4.12
H: -0.53 -2.86 -0.64
H: -0.39 -2.19 0.96
H: 1.72 -3.99 -0.36
H: 0.75 -4.32 1.06
H: 2.02 -3.10 1.12
H: 2.68 0.20 0.69
H: 2.78 0.64 -0.99
H: 3.66 -2.10 0.14
H: 4.73 -0.78 -0.32
H: 3.79 -1.62 -1.54
H: 1.96 -2.91 -2.10
H: 3.13 -4.44 -3.63
H: 3.18 -3.96 -6.06
H: 2.05 -1.93 -6.92
H: 0.89 -0.41 -5.39
N: 1.78 -3.16 6.14
C: 1.49 -2.04 5.39
C: 0.94 -0.90 6.00
C: 0.59 0.20 5.25
C: 0.79 0.18 3.87
C: 1.33 -0.94 3.25
C: 1.69 -2.03 4.01
S: 0.15 1.51 2.97
O: 0.79 1.45 1.60
O: 0.37 2.74 3.67
N: -1.37 1.12 2.68
C: -2.28 2.20 2.60
N: -2.69 2.78 3.72
C: -3.50 3.83 3.58
C: -3.91 4.29 2.34
C: -3.46 3.59 1.25
N: -2.66 2.54 1.36
H: 1.87 -3.05 7.13
H: 2.39 -3.85 5.73
H: 0.79 -0.89 7.08
H: 0.17 1.08 5.72
H: 1.51 -0.94 2.18
H: 2.13 -2.90 3.53
H: -3.82 4.31 4.50
H: -4.56 5.15 2.24
H: -3.76 3.87 0.24
C: -3.26 -0.72 0.87
O: -2.09 -0.37 0.13
H: -3.02 -0.93 1.91
H: -3.73 -1.60 0.43
H: -3.98 0.10 0.85

Output
Relative energy (zero: lowest compared OMol25 entry of this formula, charge and spin), kJ/mol: 73.3
HOMO-LUMO gap (spin up / spin down), eV: 8.30 / 7.05
Expectation value of S²: 3.762
Multiplicity: 4

Charges in e, computed with Mulliken, in the same order as the atoms: 0.51 -1.20 -0.54 0.56 -0.09 -1.26 -0.79 0.12 1.22 -0.62 -0.92 -0.64 -1.20 0.17 0.65 -0.99 -0.40 -0.78 -0.48 0.41 0.24 0.30 0.33 0.44 0.06 0.22 0.23 0.39 0.32 0.38 0.58 0.51 0.28 0.38 -0.13 0.62 0.47 0.18 0.41 0.35 -0.05 0.38 0.38 0.39 0.37 -0.50 1.11 -0.76 -0.99 -0.15 0.26 -1.06 1.56 -0.55 -0.73 -0.42 0.17 -0.57 -0.34 -0.73 -0.07 0.13 0.22 0.23 0.29 0.47 0.15 0.20 0.42 0.39 0.34 -1.10 -0.61 0.29 0.31 0.29


Entry 2:
Below is C4H6N2S2 as an isolated structure in a non-equilibrium geometry, with properties calculated with ωB97M-V with the def2-TZVPD basis set.

Geometry (Å):
C: -0.60 1.64 0.54
C: -1.09 0.20 0.03
C: 0.07 -2.48 -0.67
C: 0.59 0.68 0.99
H: 2.35 1.88 -0.64
H: -1.15 2.21 1.34
H: -1.99 -0.53 0.39
H: -1.39 0.54 -0.96
H: -0.68 -2.03 -1.30
H: 0.34 -3.41 -1.03
N: 0.17 -0.46 0.30
N: 0.69 -1.76 0.16
S: 0.50 2.70 -0.68
S: 2.19 0.82 1.54

Output
Relative energy (zero: lowest compared OMol25 entry of this formula, charge and spin), kJ/mol: 724.0
HOMO-LUMO gap, eV: 7.07

Charges in e, computed with Mulliken, in the same order as the atoms: -0.01 -0.64 -0.32 -0.44 0.18 0.37 0.35 0.37 0.27 0.32 0.70 -0.63 -0.25 -0.26


Entry 3:
Below is a single C17H20N2O5 molecule in a non-equilibrium geometry, with properties calculated with ωB97M-V with the def2-TZVPD basis set.

Geometry (Å):
C: -1.44 3.72 0.82
C: -2.99 3.71 0.87
C: -3.46 5.16 1.05
C: -3.65 3.16 -0.38
C: -3.46 1.66 -0.62
N: -3.51 0.81 0.58
C: -2.28 0.23 0.71
O: -1.95 -0.17 1.83
N: -1.52 0.40 -0.41
C: -0.21 -0.22 -0.61
C: -0.29 -1.76 -0.73
O: -1.40 -2.29 -0.85
C: 0.94 -2.56 -0.57
C: 0.93 -3.92 -0.22
C: 2.08 -4.65 0.06
C: 3.34 -4.04 -0.05
C: 3.39 -2.69 -0.46
C: 2.21 -1.96 -0.74
O: 4.56 -2.03 -0.58
C: 5.72 -2.71 -0.01
C: 5.64 -4.21 -0.26
O: 4.44 -4.77 0.25
C: -2.08 1.39 -1.17
O: -1.45 1.94 -2.07
H: -1.09 4.03 -0.17
H: -1.06 2.69 1.04
H: -1.00 4.39 1.58
H: -3.28 3.16 1.79
H: -3.25 5.53 2.05
H: -4.53 5.33 0.95
H: -2.91 5.81 0.30
H: -4.74 3.29 -0.30
H: -3.31 3.70 -1.26
H: -4.21 1.31 -1.34
H: -3.88 1.23 1.44
H: 0.24 0.18 -1.55
H: 0.42 0.09 0.22
H: -0.04 -4.40 -0.09
H: 2.01 -5.69 0.36
H: 2.33 -0.91 -1.04
H: 5.79 -2.47 1.07
H: 6.66 -2.41 -0.45
H: 6.53 -4.65 0.28
H: 5.76 -4.40 -1.31

Output
Relative energy (zero: lowest compared OMol25 entry of this formula, charge and spin), kJ/mol: 209.1
HOMO-LUMO gap, eV: 8.80
SMILES string: CC(C)C[C@@H]1NC(=O)N(CC(=O)c2ccc3c(c2)OCCO3)C1=O

Charges in e, computed with Mulliken, in the same order as the atoms: -1.25 0.90 -1.63 -1.06 0.45 -0.32 0.31 -0.69 0.39 -1.22 0.62 -0.63 0.46 -0.82 -0.64 0.54 0.58 -0.58 -0.46 -0.49 -0.47 -0.44 0.07 -0.68 0.27 0.19 0.46 0.12 0.41 0.40 0.32 0.37 0.34 0.32 0.35 0.49 0.47 0.44 0.41 0.40 0.29 0.36 0.33 0.32


Entry 4:
Below is C28H44FeGeN3O4S3Si3 as an isolated structure, with properties calculated with ωB97M-V with the def2-TZVPD basis set.

Geometry (Å):
Fe: -0.17 0.32 0.50
C: 1.80 1.17 0.95
C: 1.24 2.26 1.72
C: 1.38 3.43 1.00
C: 2.10 3.13 -0.20
C: 2.37 1.79 -0.23
H: 2.23 0.29 1.41
H: 0.78 2.16 2.69
H: 0.99 4.40 1.29
H: 2.33 3.84 -0.99
H: 2.87 1.27 -1.03
S: -2.33 -0.32 0.26
C: -2.71 -1.02 1.80
C: -4.04 -1.53 1.99
N: -5.11 -1.94 2.12
C: -1.79 -1.09 2.80
S: -0.17 -0.52 2.60
C: -2.13 -1.66 4.07
N: -2.38 -2.10 5.11
C: -0.63 3.75 4.83
C: -1.41 3.91 3.55
C: -2.08 2.83 2.98
C: -2.75 2.97 1.78
C: -2.73 4.19 1.13
C: -2.07 5.28 1.67
C: -1.43 5.14 2.89
S: -3.48 4.31 -0.48
O: -4.72 3.59 -0.44
O: -3.45 5.69 -0.87
N: -2.49 3.49 -1.48
C: -1.13 4.03 -1.68
C: -0.37 3.16 -2.67
C: -0.01 1.77 -2.14
O: 0.66 1.03 -2.84
O: -0.52 1.51 -0.99
H: -0.91 2.83 5.35
H: -0.78 4.59 5.50
H: 0.44 3.69 4.60
H: -2.06 1.87 3.47
H: -3.26 2.12 1.34
H: -2.07 6.22 1.14
H: -0.90 5.98 3.32
H: -2.43 2.51 -1.19
H: -0.58 4.07 -0.74
H: -1.25 5.04 -2.07
H: 0.57 3.64 -2.93
H: -0.94 3.04 -3.60
C: -0.86 -4.06 1.61
Si: 0.77 -3.70 0.74
C: 1.09 -5.26 -0.31
C: 2.11 -3.70 2.07
Ge: 0.79 -1.76 -0.67
Si: -0.71 -2.43 -2.42
C: 0.22 -3.45 -3.72
C: -1.55 -1.05 -3.37
C: -2.06 -3.56 -1.75
Si: 3.05 -1.66 -1.50
C: 3.69 -3.37 -2.03
C: 3.32 -0.59 -3.03
C: 4.28 -1.13 -0.16
H: -0.98 -5.14 1.72
H: -1.73 -3.68 1.07
H: -0.87 -3.62 2.61
H: 0.89 -6.15 0.30
H: 2.12 -5.32 -0.66
H: 0.44 -5.30 -1.18
H: 2.02 -4.61 2.68
H: 2.00 -2.83 2.72
H: 3.12 -3.69 1.64
H: 0.97 -2.84 -4.23
H: -0.48 -3.82 -4.47
H: 0.73 -4.31 -3.28
H: -0.81 -0.43 -3.87
H: -2.13 -0.40 -2.70
H: -2.24 -1.49 -4.10
H: -1.63 -4.47 -1.30
H: -2.72 -3.86 -2.57
H: -2.66 -3.06 -0.99
H: 3.05 -3.83 -2.78
H: 3.79 -4.06 -1.19
H: 4.68 -3.23 -2.47
H: 3.04 -1.16 -3.92
H: 4.39 -0.35 -3.11
H: 2.73 0.32 -3.02
H: 4.25 -1.83 0.68
H: 4.08 -0.13 0.23
H: 5.29 -1.14 -0.58

Output
Relative energy (zero: lowest compared OMol25 entry of this formula, charge and spin), kJ/mol: 0.0
HOMO-LUMO gap (spin up / spin down), eV: 6.35 / 6.64
Expectation value of S²: 1.249
Multiplicity: 2
Charge: -2

Charges in e, computed with Mulliken, in the same order as the atoms: -0.28 -1.00 -0.50 -0.12 -1.22 -0.37 1.14 0.46 0.59 0.48 -0.13 -0.63 0.44 -0.30 -0.70 1.10 -0.34 -0.36 -0.67 -1.68 0.79 -0.16 -0.74 -0.19 -0.48 -0.47 1.34 -0.73 -0.74 -0.33 -0.15 -1.27 -0.20 -0.65 1.18 0.34 0.47 0.31 0.36 0.63 0.46 0.33 0.27 -0.14 0.62 0.34 0.34 -0.85 0.47 -1.19 -1.17 0.64 0.41 -1.22 -0.90 -0.81 0.78 -1.24 -1.11 -1.10 0.49 0.13 0.21 0.43 0.28 0.21 0.39 0.22 0.28 0.25 0.40 0.26 0.20 0.06 0.47 0.23 0.39 0.13 0.28 0.24 0.37 0.32 0.42 0.20 0.18 0.36 0.40


| no. | molar mass (g/mol) |
| --- | --- |
| 1 | 694.86 |
| 2 | 146.24 |
| 3 | 332.36 |
| 4 | 795.59 |